No. 1
Below is C40H26F5I2MoN5O2SSb as an isolated structure in a non-equilibrium geometry, with properties calculated with wB97M-V/def2-TZVPD.

```
83
Properties=species:S:1:pos:R:3:forces:R:3
Mo 1.77265 0.10114 -0.13961 -0.7 0.0 4.6
I 6.18105 0.66374 6.25389 -0.3 -0.1 -0.4
C 4.80375 0.50594 4.66569 0.3 0.1 0.3
C 3.49235 0.91414 4.86379 0.2 0.0 0.1
C 2.60415 0.81724 3.81719 -0.8 -0.1 -0.8
I 0.58505 1.37674 3.97079 0.3 0.0 0.3
C 2.98975 0.31564 2.56829 2.0 0.1 1.9
O 2.14505 0.24034 1.57619 -0.3 0.1 2.0
C 4.32855 -0.08506 2.38089 -0.6 0.1 -0.1
C 4.72765 -0.65636 1.04309 0.2 -0.4 0.3
N 4.17065 0.12224 -0.07801 -0.4 -0.3 -0.6
C 4.71065 1.48654 -0.12921 0.1 0.3 0.1
C 3.68735 2.55564 -0.42621 0.2 0.1 0.0
C 4.13305 3.85874 -0.62511 -0.2 0.0 0.0
C 3.21615 4.85904 -0.89971 0.0 -0.4 0.0
C 1.87385 4.51024 -0.99641 0.2 0.0 0.0
C 1.50985 3.19774 -0.77921 -0.2 0.3 0.0
N 2.39035 2.23114 -0.47371 0.1 0.5 -0.2
C 5.22185 0.01664 3.43459 -0.1 0.0 0.1
H 3.16675 1.29684 5.81839 0.0 0.0 0.1
H 5.82345 -0.69966 0.97509 -0.2 0.0 0.0
H 4.34455 -1.68246 0.96769 0.1 0.2 -0.1
H 4.42005 -0.35676 -0.94331 -0.1 0.0 0.2
H 5.15345 1.73254 0.84499 0.0 -0.1 -0.2
H 5.50555 1.56434 -0.88281 -0.1 -0.1 0.2
H 5.18745 4.07974 -0.54891 0.1 0.0 0.0
H 3.54385 5.87664 -1.04261 0.0 0.1 0.0
H 1.12415 5.25194 -1.22401 -0.1 0.0 0.0
H 0.46965 2.89624 -0.83671 0.1 0.0 0.1
H 6.24565 -0.30066 3.30859 0.1 0.0 -0.1
O 1.85045 -0.04766 -1.83611 -0.5 -0.1 -6.9
N 2.04725 -0.31276 -3.09351 -1.2 -0.7 -2.7
C 0.93455 -0.38686 -3.83881 3.2 0.1 2.3
C 1.00715 -0.78056 -5.18311 0.4 -0.2 -1.0
N 1.03805 -1.11866 -6.27901 0.0 0.0 0.0
C -0.29575 -0.09086 -3.26281 -2.9 0.9 1.6
N -1.24535 0.24244 -2.68411 1.7 -0.3 -1.4
S -0.43325 0.84144 0.26809 -0.8 0.1 -0.7
Sb -2.58025 -0.08646 -0.32501 0.1 0.1 1.1
C -3.43285 1.85184 -0.62751 0.0 -0.8 0.0
C -4.28725 2.34884 0.34359 -0.1 -0.1 0.1
C -4.74585 3.65284 0.24929 0.0 0.1 0.1
C -4.35215 4.45294 -0.80991 0.0 0.0 0.1
C -3.50595 3.94714 -1.78271 0.1 0.0 0.0
C -3.03915 2.64644 -1.69211 0.1 0.0 -0.2
C -3.23925 -1.48496 -1.83841 0.2 0.6 0.8
C -3.98685 -0.93486 -2.86451 -0.2 0.1 0.0
C -4.38485 -1.73776 -3.91941 0.0 0.0 0.0
C -4.02015 -3.07486 -3.94311 0.0 0.0 0.0
C -3.29345 -3.61976 -2.89791 0.1 -0.1 0.0
C -2.89785 -2.82286 -1.83251 0.1 -0.1 0.2
C -3.25695 -0.75766 1.60249 -0.1 0.2 -0.9
C -3.86615 -1.99706 1.71249 -0.1 0.0 -0.1
C -4.24375 -2.45936 2.96259 0.0 -0.1 0.0
C -4.01345 -1.68266 4.08599 0.0 -0.1 0.0
C -3.41345 -0.43976 3.96689 0.1 0.1 0.0
C -3.02365 0.02614 2.72159 0.1 0.1 0.0
H -4.59075 1.72314 1.17169 -0.1 0.0 0.1
H -5.40115 4.04334 1.01159 -0.1 0.0 0.1
H -4.70285 5.47074 -0.87611 -0.1 0.1 0.0
H -3.19865 4.57124 -2.60781 0.0 0.0 -0.1
H -2.36945 2.24944 -2.44371 0.0 0.1 0.0
H -4.24955 0.11404 -2.84251 0.0 0.1 -0.1
H -4.96745 -1.31846 -4.72661 0.0 0.0 0.0
H -4.29835 -3.69286 -4.78261 -0.1 -0.1 -0.1
H -3.02155 -4.66486 -2.91401 0.0 -0.1 0.0
H -2.33985 -3.24926 -1.01071 0.1 -0.1 0.0
H -4.04575 -2.59606 0.82879 0.0 -0.1 0.0
H -4.70635 -3.42966 3.05709 -0.1 -0.1 0.0
H -4.29765 -2.05206 5.05879 -0.1 0.0 0.1
H -3.23565 0.16244 4.84489 0.0 0.1 0.1
H -2.53605 0.98914 2.62819 0.0 0.0 0.0
F -0.70385 -2.02636 1.04249 0.2 -0.6 0.0
C 0.29935 -2.73496 0.45329 0.0 0.4 -0.1
C 1.38885 -2.04736 -0.07171 -0.1 -0.8 -0.3
C 2.29465 -2.89306 -0.71251 -0.3 0.2 0.4
F 3.39745 -2.31836 -1.26461 0.1 -0.4 -0.2
C 2.17855 -4.27276 -0.81501 -0.1 0.1 0.1
F 3.12185 -4.98876 -1.42431 0.0 -0.1 0.0
C 1.06725 -4.89986 -0.25691 0.1 0.4 0.1
F 0.91685 -6.21856 -0.33161 0.0 0.2 0.0
C 0.12015 -4.11276 0.39059 0.1 0.2 -0.1
F -0.96795 -4.67226 0.92719 0.0 -0.1 -0.1
```
Positions in Å, forces in eV/Å.

## Properties
Energy relative to the best compared isomer or geometry (same formula, charge and spin) in kJ/mol: 240.1
Multiplicity: 1
Net charge: +1
HOMO level in eV: -10.25
Orbital gap in eV: 5.6849
LUMO in eV: -4.57

No. 2
Below is C40H26N10P2SSe2Ti as an isolated structure in a non-equilibrium geometry, with properties calculated with wB97M-V/def2-TZVPD.

```
82
Properties=species:S:1:pos:R:3:forces:R:3
Ti 0.16238 -0.84576 -2.70392 -0.8 0.7 0.4
S 2.59659 -7.78148 -3.58028 0.0 0.1 0.0
N 1.51966 -6.94214 -4.44611 0.0 -0.1 0.0
C 1.45346 -5.73674 -3.91469 0.3 -0.2 0.3
C 0.61370 -4.65933 -4.37397 -0.4 0.3 -0.3
C -0.25514 -4.75644 -5.44757 0.2 0.0 0.3
C -1.01669 -3.64502 -5.79284 -0.1 0.1 -0.1
C -0.88432 -2.48074 -5.06614 -0.1 -0.1 -0.2
N -0.05231 -2.34583 -4.02253 0.2 -1.9 -1.1
C 0.69652 -3.43928 -3.66175 0.0 -0.2 -0.1
C 1.55032 -3.27556 -2.53761 0.2 -0.3 0.0
N 1.52604 -2.03298 -1.92272 1.2 -1.0 0.0
C 2.35515 -1.85290 -0.86133 0.4 -0.2 0.4
C 3.17574 -2.83182 -0.36871 -0.2 0.3 0.0
C 3.19626 -4.09783 -0.97263 -0.1 -0.3 -0.3
C 2.38312 -4.31744 -2.06986 0.1 0.4 0.4
C 2.32039 -5.56894 -2.78769 -0.2 -0.2 -0.3
N 3.01567 -6.65196 -2.50101 0.0 -0.1 0.0
H -0.32854 -5.68604 -5.99500 0.0 0.0 0.0
H -1.71005 -3.68050 -6.62028 0.0 0.0 0.0
H -1.47724 -1.61555 -5.32861 0.0 0.1 0.0
H 2.34359 -0.87808 -0.39404 -0.1 0.0 -0.1
H 3.80212 -2.61405 0.48445 0.0 0.0 0.0
H 3.83483 -4.88933 -0.60650 0.0 0.0 0.0
Se -2.09426 3.87884 1.46474 0.0 -0.1 0.0
P -0.07808 3.29106 1.50063 -0.1 0.2 0.2
C 0.47929 2.61420 3.09792 -0.1 0.0 -0.1
C -0.38512 2.66384 4.18507 0.0 0.0 0.0
C 0.02238 2.18100 5.42122 0.1 0.0 0.0
C 1.29821 1.65568 5.56936 0.0 0.0 0.1
C 2.16391 1.60510 4.48428 0.1 0.0 0.0
C 1.75787 2.08116 3.24809 0.0 0.0 -0.1
C 1.01566 4.70367 1.18409 -0.1 0.0 0.0
C 0.83423 5.38580 -0.01788 0.0 0.0 0.0
C 1.53440 6.55216 -0.26454 0.0 0.0 0.0
C 2.40883 7.05149 0.69240 0.0 0.0 0.1
C 2.58333 6.38056 1.89176 0.0 0.1 0.0
C 1.88685 5.20635 2.14299 0.0 -0.1 -0.1
C 0.35181 2.08044 0.22555 -0.1 -0.4 0.0
C -0.13769 0.83296 -0.20041 0.2 0.2 -0.2
N 0.56935 0.55109 -1.32857 0.1 0.9 1.5
N 1.41994 1.53112 -1.57705 0.1 -0.1 0.1
N 1.31039 2.44407 -0.65644 0.1 0.1 0.0
P -1.30482 -0.45177 0.28838 -0.2 0.1 0.4
Se -1.77180 -1.79790 -1.35734 0.0 0.2 0.3
C -0.58852 -1.37854 1.67369 -0.1 0.0 -0.2
C -0.24383 -2.71556 1.49636 0.0 0.0 0.0
C 0.29802 -3.43514 2.54942 0.0 0.0 0.0
C 0.48932 -2.82422 3.77985 0.0 0.0 0.0
C 0.15230 -1.48938 3.95607 0.0 0.0 0.1
C -0.38215 -0.76153 2.90529 0.0 0.0 0.0
C -2.85166 0.33162 0.76712 0.1 0.0 -0.1
C -3.48940 1.03346 -0.25656 0.0 0.1 0.1
C -4.72391 1.60723 -0.02465 0.0 0.0 0.0
C -5.31645 1.48131 1.22561 0.0 0.0 0.0
C -4.68093 0.78191 2.23893 0.0 0.0 0.1
C -3.44520 0.19435 2.01352 0.1 0.0 0.0
H -1.37509 3.08407 4.05059 0.0 0.0 0.0
H -0.65553 2.21835 6.26411 0.0 0.0 0.0
H 1.62146 1.28505 6.53445 0.0 0.0 0.0
H 3.15828 1.19478 4.60557 0.0 0.0 0.0
H 2.43309 2.04372 2.40022 0.0 0.0 0.0
H 0.13805 4.99730 -0.74948 0.0 0.0 0.0
H 1.39092 7.07936 -1.19850 0.0 0.0 0.0
H 2.94857 7.97111 0.50564 0.0 0.0 0.0
H 3.25836 6.77344 2.64110 0.0 0.0 0.0
H 2.02185 4.69552 3.08662 0.0 0.0 0.0
H -0.40286 -3.18611 0.53507 0.0 0.0 0.0
H 0.56825 -4.47347 2.40815 0.0 0.0 0.0
H 0.89981 -3.39089 4.60591 0.0 0.0 0.0
H 0.30817 -1.00929 4.91264 0.0 0.0 0.0
H -0.64303 0.27776 3.04387 0.0 0.1 0.1
H -3.00850 1.12984 -1.22314 -0.1 0.0 0.0
H -5.22153 2.15892 -0.81087 0.0 0.0 0.0
H -6.28489 1.92895 1.40860 0.0 0.0 0.0
H -5.14923 0.68946 3.21025 0.0 0.0 0.0
H -2.94952 -0.36241 2.79810 -0.1 0.0 0.0
N -0.82564 0.48856 -3.68928 -1.0 1.2 -1.4
C -1.73412 0.84916 -4.36428 0.1 -0.3 -0.2
N -2.66841 1.31017 -5.02606 0.0 0.7 0.4
C -3.48930 0.93967 -5.97157 0.0 -0.4 -0.2
N -4.24269 0.66626 -6.80527 0.1 0.0 0.1
```
Positions in Å, forces in eV/Å.

## Properties
Multiplicity: 3
Expectation value of S²: 2.0222
HOMO level (spin up / spin down) in eV: -6.14 / -8.00
Orbital gap (spin up / spin down) in eV: 5.3599 / 7.0011
LUMO (spin up / spin down) in eV: -0.78 / -1.00

No. 3
Below is C40H27AsBr2F6N3O3PdS as an isolated structure in a non-equilibrium geometry, with properties calculated with wB97M-V/def2-TZVPD.

```
84
Properties=species:S:1:pos:R:3:forces:R:3
Pd 0.13699 -0.08679 -0.93454 0.3 -1.1 1.3
Br -1.58529 3.19931 2.92032 0.1 0.0 -0.1
C 0.08870 2.39382 2.77191 0.0 -0.1 -0.1
C 1.05100 2.62256 3.73151 0.0 -0.1 -0.1
C 2.29512 2.03006 3.61409 0.1 0.0 0.0
Br 3.53086 2.34312 4.98760 0.0 0.0 0.0
C 2.65760 1.19670 2.50123 0.0 0.1 0.2
C 3.91860 0.59755 2.33361 0.0 0.1 0.1
C 4.15868 -0.16474 1.22394 0.0 -0.1 -0.1
C 3.14081 -0.33059 0.27831 0.1 -0.1 -0.1
N 1.95382 0.21542 0.43630 -0.4 0.0 -0.3
C 1.69816 0.96346 1.51241 -0.1 0.1 0.2
C 0.33831 1.53055 1.62786 0.3 0.1 0.5
O -0.53631 1.27770 0.80999 -0.4 0.1 -0.6
H 0.82807 3.25632 4.57753 0.0 0.0 0.0
H 4.68837 0.75106 3.07727 0.0 0.0 0.0
H 5.11877 -0.63697 1.06434 0.0 0.0 0.0
H 3.29482 -0.90445 -0.62793 0.0 0.0 0.0
C -5.48856 5.19041 -1.60715 0.1 0.0 0.0
C -4.16319 4.50745 -1.83219 -0.1 0.0 0.0
C -3.29350 4.94001 -2.82713 0.0 0.1 0.0
C -2.09216 4.28619 -3.06008 0.0 0.0 0.0
C -1.75622 3.19606 -2.27252 -0.2 -0.1 0.0
C -2.59993 2.75178 -1.25378 0.1 0.2 -0.1
C -3.79315 3.41565 -1.04312 0.0 0.0 0.0
S -0.29508 2.30332 -2.67301 -0.1 0.4 -0.2
O 0.60592 2.27130 -1.54725 -0.1 0.2 -0.1
O 0.18772 2.77449 -3.93279 -0.1 -0.1 -0.1
N -0.84815 0.72637 -2.71375 0.1 0.1 -0.1
C -1.09831 0.04253 -3.81167 0.1 0.1 -0.1
C -1.47394 0.61483 -5.05948 0.1 0.0 0.0
C -1.77431 -0.19959 -6.13244 0.0 -0.1 0.0
C -1.66899 -1.57789 -6.03310 0.0 -0.1 0.0
C -1.23705 -2.20223 -4.82901 0.0 0.0 -0.2
C -1.01244 -3.58787 -4.71375 0.0 0.0 -0.2
C -0.52111 -4.08975 -3.54082 0.0 0.0 0.1
C -0.26989 -3.20466 -2.48061 0.0 -0.1 0.1
N -0.49131 -1.91375 -2.56460 0.1 0.3 -0.1
C -0.96140 -1.41175 -3.71093 -0.1 0.2 0.0
H -5.67125 5.96164 -2.35543 0.0 0.0 0.0
H -5.52309 5.65804 -0.61930 0.0 0.0 -0.1
H -6.30565 4.46740 -1.65347 0.0 0.0 0.0
H -3.56049 5.79733 -3.43514 0.0 -0.1 0.0
H -1.41633 4.60739 -3.84411 -0.1 0.0 0.0
H -2.32069 1.91387 -0.63185 0.0 0.0 0.0
H -4.45544 3.08254 -0.24963 0.0 0.0 -0.1
H -1.51817 1.69137 -5.15243 0.0 -0.1 0.0
H -2.08189 0.25055 -7.06721 0.0 0.0 0.0
H -1.88991 -2.20215 -6.89227 0.0 0.0 0.1
H -1.21227 -4.23319 -5.56300 0.0 0.0 0.1
H -0.31426 -5.14493 -3.42285 0.0 0.0 0.0
H 0.12168 -3.55868 -1.53226 0.0 0.0 0.0
C -0.21713 -1.57250 0.52070 0.0 0.3 -0.1
C -0.03630 -1.88463 1.69432 -0.2 -0.2 0.2
C 0.23604 -2.10446 3.04908 0.1 0.0 0.0
C -0.41817 -1.19148 4.01054 0.2 0.0 -0.1
C 0.21733 -0.72205 5.17044 0.1 0.0 0.0
C -0.40854 0.18356 6.01769 0.1 0.0 0.0
C -1.68287 0.65192 5.72911 0.0 0.0 0.0
C -2.31752 0.21749 4.57050 0.0 0.0 0.0
C -1.69380 -0.68204 3.72194 -0.1 0.0 0.0
C 1.23259 -3.11392 3.41715 -0.1 0.0 0.0
C 1.39940 -3.58607 4.73125 0.0 0.0 -0.1
C 2.38146 -4.51421 5.04259 0.0 0.0 0.0
C 3.21277 -5.02496 4.05417 0.0 0.0 0.0
C 3.02336 -4.61882 2.73755 0.0 0.0 0.0
C 2.04958 -3.68615 2.42400 0.0 0.1 0.0
H 1.23220 -1.03129 5.38589 0.0 -0.1 0.0
H 0.11053 0.53594 6.90264 0.0 0.0 0.0
H -2.17014 1.36231 6.38773 0.0 -0.1 0.0
H -3.30454 0.59389 4.32184 0.1 -0.1 0.0
H -2.18768 -1.01353 2.81631 0.0 0.0 0.0
H 0.72511 -3.25694 5.50865 0.0 0.1 0.0
H 2.49086 -4.85168 6.06662 0.0 0.0 0.0
H 3.98280 -5.74578 4.30156 0.0 0.0 0.0
H 3.63761 -5.03971 1.94730 0.0 0.1 0.1
H 1.90352 -3.37294 1.39719 0.0 0.0 0.0
F 1.93596 -0.41393 -2.51899 0.1 0.0 0.2
As 2.89093 -0.55103 -4.00109 0.0 -0.1 0.1
F 4.17107 -1.20454 -3.04120 0.2 -0.1 0.2
F 3.46711 1.03818 -3.72617 0.1 0.3 0.0
F 3.79620 -0.70474 -5.43714 0.2 0.0 -0.4
F 1.52274 0.06682 -4.86141 -0.3 0.2 -0.2
F 2.23321 -2.14088 -4.18841 -0.1 -0.4 -0.1
```
Positions in Å, forces in eV/Å.

## Properties
Energy relative to the best compared isomer or geometry (same formula, charge and spin) in kJ/mol: 91.8
Multiplicity: 6
Expectation value of S²: 8.8766
HOMO level (spin up / spin down) in eV: -6.48 / -8.65
Orbital gap (spin up / spin down) in eV: 5.8042 / 5.8448
LUMO (spin up / spin down) in eV: -0.68 / -2.80